# 1
12
Properties=species:S:1:pos:R:3:forces:R:3 method="wB97M-V/def2-TZVPD" e_homo_ha=-0.316 orbital_gap_ev=9.50 total_charge=0
C -2.195280 0.792317 0.358248 -0.4 0.1 0.2
C -0.320761 -0.085249 -0.540008 -0.3 0.2 -0.1
C 0.326980 -1.226528 -0.577548 -0.2 0.1 -0.2
O 1.637317 -1.251235 -0.091018 0.3 0.4 0.2
C 2.137270 -0.017653 -0.106816 0.3 -0.5 0.1
O 3.331184 -0.097808 0.446240 -0.1 0.2 0.0
N -1.013459 0.918683 -0.485219 0.2 -0.8 -0.4
H -2.211090 1.533407 1.156334 0.0 0.1 -0.1
H -3.022198 0.973093 -0.329114 -0.2 0.0 0.3
H -2.284273 -0.219506 0.775083 0.0 0.3 0.1
H -0.043971 -2.131492 -1.036356 0.3 0.2 -0.1
H 3.658284 0.811970 0.430176 0.2 -0.2 0.0


# 2
10
Properties=species:S:1:pos:R:3:forces:R:3 method="wB97M-V/def2-TZVPD" e_homo_ha=-0.337 orbital_gap_ev=8.00 total_charge=0
C -0.797383 -1.061568 1.085178 -1.6 2.5 -0.8
O -0.003988 -1.046159 -0.055247 -0.1 2.2 -3.7
F 1.471386 2.604121 -1.235274 -0.1 -0.6 0.2
P -0.425408 0.484875 -1.529925 -1.5 -2.6 2.5
P 1.418957 1.039538 -0.685215 1.9 1.2 2.1
H -0.990048 0.017013 1.428062 -0.2 -1.4 -0.2
H -0.144108 -1.482218 1.763641 1.0 -1.1 2.1
H -1.741641 -1.647027 0.995990 0.5 0.5 0.0
H 0.120193 -0.294736 -2.568951 0.2 -0.1 0.0
H 1.092040 1.386161 0.801740 -0.2 -0.5 -2.2


# 3
92
Properties=species:S:1:pos:R:3:forces:R:3 method="wB97M-V/def2-TZVPD" multiplicity=2 e_homo_ha="-0.064 / -0.065" orbital_gap_ev="5.76 / 5.91" total_charge=-2
Ru 0.318687 0.387830 0.366676 3.0 0.5 -2.7
C 1.338872 -1.127856 4.494589 0.1 0.0 -0.3
Si 2.355246 -0.626948 2.962432 0.4 0.3 0.0
C 2.440793 1.251329 2.892151 -0.1 -0.4 0.2
C 4.154452 -1.182456 3.310852 -0.2 0.0 0.0
N 1.741412 -1.185220 1.458721 -0.5 1.2 0.2
C 1.508825 -2.498670 1.212428 -0.1 -0.2 -0.1
C 2.038267 -3.535204 2.019260 0.0 0.1 0.0
C 1.860106 -4.878339 1.746994 0.0 -0.1 0.0
C 1.115938 -5.277269 0.649983 0.0 0.0 0.0
C 0.537097 -4.296159 -0.145980 -0.1 0.0 0.0
C 0.720317 -2.952054 0.120924 0.1 -0.2 0.3
O 0.045673 -1.988909 -0.624288 0.2 0.0 0.2
C -0.303098 -2.348313 -1.911379 -0.2 0.0 -0.2
C -1.641659 -2.284757 -2.271605 0.1 0.0 0.2
C -2.016957 -2.632625 -3.557764 0.0 0.0 -0.1
C -1.065840 -3.042020 -4.482523 0.0 0.0 -0.1
C 0.270034 -3.093748 -4.112841 0.0 0.0 0.0
C 0.656124 -2.755697 -2.827006 0.1 0.2 0.1
H 1.619185 -0.570048 5.392885 0.1 0.1 -0.1
H 1.439057 -2.194986 4.710239 0.0 0.0 0.0
H 0.288847 -0.937090 4.270842 -0.1 0.0 0.0
H 2.877581 1.693565 3.794151 0.0 -0.1 0.0
H 1.438492 1.664324 2.781014 0.0 0.1 -0.1
H 3.026696 1.569733 2.028913 -0.1 -0.1 0.0
H 4.529806 -0.707823 4.223515 0.0 0.0 0.0
H 4.807577 -0.888978 2.485104 0.0 0.0 0.0
H 4.249444 -2.262929 3.438504 0.1 0.1 0.0
H 2.609305 -3.244913 2.891693 0.0 -0.1 -0.1
H 2.299439 -5.619387 2.407591 0.0 0.0 0.0
H 0.960346 -6.325280 0.425080 0.0 0.0 0.0
H -0.086234 -4.584072 -0.982059 0.0 0.0 0.0
H -2.355182 -1.937504 -1.536718 0.0 0.0 0.0
H -3.061101 -2.571593 -3.841755 0.0 0.0 0.0
H -1.360670 -3.300105 -5.492987 0.0 0.0 0.0
H 1.025010 -3.369539 -4.838306 0.0 0.0 0.0
H 1.697334 -2.768451 -2.531768 0.0 0.0 0.0
O -2.747514 -2.508854 1.205882 0.0 -0.1 0.2
S -2.222092 -1.181742 1.419021 -0.9 -0.2 0.1
O -0.932913 -1.089911 2.100509 0.0 -0.2 -0.3
O -2.290648 -0.307537 0.242472 -0.4 -0.5 0.1
C -3.249740 -0.332862 2.604814 0.4 0.2 0.0
C -4.091405 -1.005668 3.472200 -0.1 -0.1 -0.2
C -4.723348 -0.306915 4.487397 0.0 0.0 0.0
C -4.511452 1.059187 4.612810 -0.1 0.0 0.1
C -3.648810 1.721294 3.752186 0.1 -0.1 -0.1
C -2.974161 1.030562 2.743808 -0.1 -0.2 0.1
P -1.678899 1.820723 1.653764 -0.3 0.6 0.1
C -1.138621 3.135945 2.834074 0.3 -0.1 0.0
C -0.725912 2.735159 4.105861 -0.1 0.0 -0.1
C -0.190528 3.644537 5.005683 0.0 0.0 0.0
C -0.031019 4.972302 4.637503 0.0 0.0 0.0
C -0.389013 5.374291 3.358770 0.0 0.1 0.0
C -0.931704 4.464960 2.462668 -0.1 0.0 0.1
C -2.834616 2.774411 0.571340 0.1 0.0 -0.1
C -3.634545 3.808381 1.059331 0.0 -0.1 -0.1
C -4.479360 4.507319 0.211322 0.0 0.0 0.1
C -4.554633 4.171880 -1.133577 0.0 0.0 0.0
C -3.776196 3.136618 -1.624603 0.0 0.0 0.0
C -2.920131 2.446811 -0.778087 0.1 0.0 0.1
H -4.224857 -2.072404 3.339624 0.0 0.0 0.0
H -5.361548 -0.830084 5.189435 0.0 0.0 0.0
H -5.009823 1.610776 5.401767 0.0 0.0 0.0
H -3.469409 2.776795 3.898313 0.0 0.0 0.0
H -0.825762 1.691958 4.386195 0.0 0.0 0.1
H 0.119237 3.309169 5.988564 0.0 0.0 0.0
H 0.386416 5.685005 5.339303 0.0 0.0 0.0
H -0.226440 6.399222 3.045249 0.0 0.0 0.0
H -1.197852 4.791021 1.468464 0.0 0.0 0.0
H -3.596113 4.084962 2.103721 0.0 0.0 0.0
H -5.075235 5.324313 0.602682 0.0 0.0 0.0
H -5.206484 4.728094 -1.797492 0.0 0.0 0.0
H -3.822876 2.862093 -2.671207 0.0 0.0 0.0
H -2.308315 1.644229 -1.157800 0.0 0.0 0.0
S 1.969263 0.643354 -4.184358 0.1 0.0 0.0
C 1.399621 0.583419 -2.614699 0.2 0.2 -0.6
S -0.220765 0.897279 -2.226721 0.0 -0.3 1.5
S 2.417445 0.225060 -1.297120 -1.6 -0.1 1.2
C 2.327596 6.017327 -0.113030 -0.2 -0.4 -0.1
Si 2.765403 4.229234 0.385407 0.2 -0.2 0.3
C 3.307598 4.344763 2.210545 0.0 0.0 -0.3
C 4.220165 3.646273 -0.680613 -0.3 0.1 0.2
Se 0.886601 3.004213 0.040860 0.0 -0.2 0.1
H 3.086792 6.727768 0.224414 0.1 -0.1 0.0
H 1.370281 6.292839 0.336470 0.0 0.0 0.0
H 2.223892 6.108954 -1.196237 0.0 0.0 0.0
H 3.854925 5.271284 2.411741 0.0 0.0 -0.1
H 3.944563 3.506093 2.498032 0.0 0.1 0.0
H 2.422075 4.321365 2.848688 0.0 0.0 0.0
H 5.065559 4.339971 -0.642227 0.0 0.0 0.1
H 3.891748 3.545261 -1.716860 0.0 0.0 0.0
H 4.556332 2.658947 -0.357870 0.0 0.0 0.0


# 4
16
Properties=species:S:1:pos:R:3:forces:R:3 method="wB97M-V/def2-TZVPD" e_homo_ha="-0.494 / -0.495" orbital_gap_ev="6.64 / 6.68" total_charge=+1
C 1.222484 1.729852 0.270119 1.2 -3.8 0.0
C 1.688214 -0.506204 -0.828512 -2.5 -0.2 -1.5
C -3.056133 -1.679191 0.495321 -0.6 -0.6 -3.6
C 0.863987 0.236183 0.262769 3.9 1.9 0.7
N -0.472458 0.112060 -0.020570 -4.6 -2.4 0.1
O -1.227187 1.038958 -0.112778 1.5 0.2 0.1
I -3.789238 0.089987 -0.053963 0.6 -1.9 0.6
H 0.664619 2.143721 -0.444430 -1.8 2.2 -2.8
H 1.039224 2.103974 1.172407 -1.1 1.9 3.7
H 2.235153 1.823948 0.123496 2.3 0.4 -0.7
H 2.063876 0.139214 -1.637283 -0.2 -0.1 0.6
H 1.149862 -1.346626 -1.313820 -0.7 0.8 0.0
H 2.398976 -1.135221 -0.453732 2.7 -0.7 1.6
H -2.951538 -2.029423 1.471024 0.2 0.3 1.9
H -2.942172 -2.573142 -0.252104 -0.2 2.2 1.0
H 1.112337 -0.148096 1.322059 -0.9 -0.1 -1.7


# 5
16
Properties=species:S:1:pos:R:3:forces:R:3 method="wB97M-V/def2-TZVPD" smiles=CC1(C#N)CCC1 e_homo_ha=-0.406 orbital_gap_ev=11.90 total_charge=0
C 1.369332 1.189376 0.184793 0.0 0.1 0.0
C 0.504059 -0.048551 -0.037941 0.1 0.0 0.0
C -0.563761 -0.353730 1.056582 0.0 0.0 0.2
C -1.641610 -0.512570 -0.038665 -0.1 -0.1 0.0
C -0.656933 0.076588 -1.073708 0.0 0.1 -0.2
C 1.353506 -1.213498 -0.315389 0.4 -0.7 -0.2
N 2.015928 -2.132677 -0.549974 -0.6 0.8 0.2
H 1.967541 1.422160 -0.702485 -0.1 -0.1 0.1
H 2.050272 1.043007 1.029961 -0.1 0.0 -0.1
H 0.724921 2.047097 0.404713 0.1 -0.1 0.0
H -0.722329 0.523327 1.690252 0.0 -0.1 -0.1
H -0.365698 -1.215348 1.700315 0.0 0.1 -0.1
H -1.875864 -1.560973 -0.242034 0.0 0.2 0.0
H -2.573917 0.041319 0.117851 0.2 -0.2 -0.1
H -0.528135 -0.472189 -2.011648 0.0 0.1 0.2
H -0.856862 1.127725 -1.302785 0.1 -0.1 0.0


# 6
88
Properties=species:S:1:pos:R:3:forces:R:3 method="wB97M-V/def2-TZVPD" e_homo_ha=-0.141 orbital_gap_ev=4.56 total_charge=-1
Co 0.017696 0.091049 -0.038617 -0.2 0.3 -0.2
S 0.670485 4.713427 0.431563 0.0 -0.3 -0.2
As 0.427973 2.858051 1.417964 0.0 1.0 0.8
S 1.812093 1.324674 0.516647 -0.1 -0.3 -0.1
S -1.335845 1.689406 0.748771 0.2 -0.2 0.1
S 0.475809 3.090745 3.521290 0.0 -0.3 -0.4
N 0.612118 -3.101435 1.871244 0.5 0.1 0.0
C 0.908946 -1.913580 2.382636 -0.1 -0.5 -0.2
S -0.186467 -0.611904 2.144933 -0.1 0.4 0.2
N 2.040065 -1.807942 3.106877 0.2 0.2 -0.1
C 2.544135 -0.661117 3.800285 0.1 -0.1 0.0
C 1.750818 0.069367 4.662801 0.1 0.0 0.1
C 2.302514 1.147435 5.343517 0.0 -0.1 -0.1
C 3.633168 1.486026 5.180202 0.0 0.0 0.1
C 4.434877 0.736171 4.333639 0.0 0.0 0.0
C 3.892514 -0.335562 3.649001 -0.3 0.0 0.0
H -0.154347 -3.115006 1.171422 -0.1 0.0 0.1
H 1.297732 -3.845114 1.850512 0.0 0.1 0.1
H 2.687291 -2.579363 3.033939 0.0 -0.1 0.2
H 0.711296 -0.184189 4.794596 -0.1 0.0 0.0
H 1.672108 1.731078 5.993391 -0.1 0.1 0.0
H 4.040406 2.345424 5.695248 0.0 0.0 0.0
H 5.477611 0.994464 4.196695 0.0 0.0 0.0
H 4.511293 -0.915077 2.983231 0.1 -0.2 -0.2
Cl -4.057321 -3.924495 -0.633506 0.0 0.0 0.0
C -3.217550 -2.504908 -1.267228 0.0 0.0 0.1
Cl -4.338475 -1.144249 -1.331614 -0.1 0.0 0.0
Cl -2.635474 -2.867461 -2.913678 0.0 0.0 -0.1
C -1.934269 -2.160011 -0.420691 -0.1 0.0 0.1
O -1.425276 -3.097714 0.187538 -0.1 0.0 -0.3
O -1.602768 -0.960172 -0.533492 0.1 0.0 -0.3
C -0.973354 0.271826 -3.023750 0.0 -0.1 0.1
N -1.062484 0.796329 -4.381275 -0.1 -0.1 -0.1
C 0.281586 0.869643 -4.945026 0.0 0.0 -0.1
N 1.162275 1.728650 -4.155129 0.1 0.0 -0.1
C 1.218081 1.191766 -2.804708 0.3 0.0 0.2
N -0.106577 1.102289 -2.151935 -0.1 -0.1 0.1
C -0.670975 2.491017 -2.161208 -0.1 0.0 0.2
N -0.760540 3.032687 -3.511154 0.0 0.0 -0.1
C -1.600531 2.155161 -4.313564 -0.1 0.1 -0.1
C 0.572628 3.067672 -4.092765 0.0 0.1 0.0
H -0.559878 -0.738691 -3.060122 0.0 0.0 0.0
H -1.967552 0.229135 -2.581491 0.0 0.0 0.0
H 0.219805 1.263839 -5.963141 0.0 0.0 0.0
H 0.706820 -0.137661 -4.980445 0.0 0.0 0.0
H 1.851753 1.822481 -2.179764 0.0 0.0 0.0
H 1.630370 0.185322 -2.852577 0.0 0.0 0.0
H -0.037764 3.138337 -1.550362 -0.1 -0.1 0.0
H -1.664999 2.462654 -1.723172 0.0 0.0 0.0
H -1.674031 2.556714 -5.328553 0.0 0.0 0.0
H -2.599527 2.117336 -3.873023 0.0 0.0 0.0
H 1.208636 3.710401 -3.479984 0.0 0.0 0.0
H 0.517123 3.477734 -5.105433 0.0 0.0 0.0
S 1.318020 -1.581893 -1.064643 -0.2 -0.1 0.4
Sb 3.454192 -1.524293 -0.255261 -0.1 -0.6 -1.9
C 4.750241 0.112994 -0.647455 0.2 -0.1 1.0
C 5.726892 0.522117 0.244112 0.0 0.1 0.0
C 6.649528 1.476951 -0.162439 0.0 0.0 0.0
C 6.577332 2.008606 -1.439210 0.0 0.0 0.0
C 5.587833 1.586418 -2.314929 0.0 0.0 -0.1
C 4.669282 0.624313 -1.928503 0.0 0.1 -0.1
C 4.401056 -2.497628 -1.951004 -0.1 0.0 0.0
C 3.709954 -2.857673 -3.096696 -0.1 0.0 0.0
C 4.363405 -3.497641 -4.143761 0.0 0.0 0.0
C 5.714282 -3.785814 -4.048255 0.0 0.0 0.0
C 6.414374 -3.432740 -2.900542 0.0 0.0 0.0
C 5.758396 -2.792636 -1.862205 0.0 0.0 0.0
C 3.784757 -3.425220 0.702689 0.4 0.5 0.8
C 3.062467 -4.446750 0.101613 -0.1 0.0 0.1
C 3.234497 -5.749401 0.542735 -0.1 0.0 -0.1
C 4.130656 -6.035769 1.562496 0.0 0.0 0.1
C 4.861407 -5.016266 2.148583 0.0 0.0 0.0
C 4.688474 -3.703787 1.721414 -0.1 -0.1 -0.1
H 5.770728 0.126423 1.249015 0.0 0.0 0.1
H 7.417298 1.806899 0.524755 0.0 0.0 0.0
H 7.292103 2.756654 -1.755158 0.0 0.0 0.0
H 5.523667 2.001918 -3.311816 0.0 0.0 0.0
H 3.915093 0.290690 -2.625282 -0.1 0.0 -0.1
H 2.649521 -2.643060 -3.172446 0.0 0.0 0.0
H 3.810601 -3.771035 -5.033994 0.0 0.0 0.0
H 6.223939 -4.282677 -4.863881 0.0 0.0 0.0
H 7.470980 -3.654992 -2.818106 0.0 0.0 0.0
H 6.321630 -2.519679 -0.974038 0.0 0.0 0.0
H 2.355420 -4.220960 -0.686855 0.0 0.0 0.0
H 2.659520 -6.543742 0.084979 0.0 0.0 0.0
H 4.256307 -7.056077 1.899563 0.0 0.0 0.0
H 5.566726 -5.234882 2.939839 0.0 0.0 0.0
H 5.267600 -2.923662 2.185470 0.1 0.2 0.1


no.,largest force on an atom (eV Å⁻¹),calculated total energy (Eh)
1,0.933,-360.509329
2,4.314,-898.827460
3,4.044,-6799.806045
4,5.128,-585.003513
5,1.000,-288.746422
6,1.993,-9386.150242